The following is a quantum chemistry calculation of C3H3CsO as an isolated structure in a non-equilibrium geometry, from OMol25.

Cartesian coordinates (Å):
H1 -0.535 -1.866 -1.578
O1 0.892 0.669 0.433
C1 -0.575 -0.824 -1.254
C2 -1.064 -0.502 -0.024
C3 -0.300 0.550 0.640
H2 -0.378 -0.051 -2.000
H3 -1.637 -1.193 0.592
Cs1 3.598 3.216 3.190

DFT total energy in a.u.: -211.16460
Net charge: +1
Kohn-Sham gap (spin up / spin down) in Eh: 0.25612 / 0.31199
Energy relative to the best compared isomer or geometry (same formula, charge and spin) in kcal/mol: 0.00
⟨S²⟩: 0.75
M in g mol⁻¹: 187.961
E_LUMO (spin up / spin down) in eV: -3.92 / -3.92
Multiplicity: 2
HOMO level (spin up / spin down) in eV: -10.89 / -12.41